Entry 1:
ORCA calculation (wB97M-V/def2-TZVPD) on a cluster of 10 separate species, C38H104N8O12 in total in a non-equilibrium geometry.

Properties
HOMO: -8.27 eV
Electronic energy: -77574.8735 eV
LUMO energy: 0.09 eV
Orbital gap: 8.359 eV
Net charge: 0
Maximum force: 2.2 eV/A

Structure (XYZ):
```
162
Properties=species:S:1:pos:R:3:lowdin_charge:R:1
C -4.81 1.10 -1.38 -0.0999
O -4.90 0.29 -0.22 -0.2133
C -6.20 -0.14 0.11 -0.2241
C -6.19 -1.32 1.06 -0.4265
C -7.64 -1.70 1.36 -0.0632
N -5.58 -0.94 2.33 0.0537
H -4.78 2.16 -1.13 0.0918
H -5.43 0.73 -2.19 0.0912
H -3.80 0.94 -1.76 0.0672
H -6.71 0.70 0.61 0.1295
H -6.79 -0.34 -0.79 0.1226
H -5.58 -2.14 0.67 0.1312
H -7.65 -2.62 1.94 0.0768
H -8.19 -2.03 0.48 0.0767
H -8.12 -0.88 1.90 0.0769
H -4.67 -0.51 2.17 0.0388
H -6.13 -0.26 2.84 0.0681
C 3.37 1.20 -1.61 -0.1085
O 2.08 0.71 -1.83 -0.1993
C 1.10 1.40 -1.08 -0.2108
C -0.23 0.65 -1.08 -0.3934
C -1.29 1.30 -0.22 -0.0391
N -0.02 -0.74 -0.62 0.0667
H 3.61 1.46 -0.57 0.0867
H 3.49 2.16 -2.11 0.0848
H 4.07 0.44 -1.97 0.0857
H 1.38 1.49 -0.02 0.1213
H 0.93 2.40 -1.48 0.1204
H -0.50 0.54 -2.14 0.1364
H -0.89 1.29 0.81 0.0696
H -2.22 0.74 -0.15 0.0659
H -1.51 2.35 -0.42 0.0747
H 0.90 -0.99 -0.99 0.0757
H 0.25 -0.66 0.37 0.0565
C 0.72 -1.91 -4.14 -0.0826
O 1.36 -1.61 -5.38 -0.1804
C 2.74 -1.41 -5.23 -0.2233
C 3.39 -1.61 -6.60 -0.4177
C 4.93 -1.59 -6.46 -0.0776
N 2.99 -0.65 -7.65 0.0418
H 0.92 -1.11 -3.42 0.0629
H 1.12 -2.83 -3.72 0.0807
H -0.33 -2.08 -4.36 0.0981
H 2.92 -0.44 -4.76 0.1112
H 3.27 -2.12 -4.57 0.1233
H 3.12 -2.60 -7.01 0.1383
H 5.37 -2.32 -5.78 0.0703
H 5.15 -0.58 -6.12 0.0741
H 5.42 -1.68 -7.44 0.0683
H 3.24 0.27 -7.31 0.0465
H 3.65 -0.87 -8.40 0.0627
C 0.06 3.92 4.38 -0.0808
O 0.38 5.13 3.70 -0.1721
C -0.50 5.38 2.62 -0.2078
C -0.03 4.69 1.34 -0.4245
C 1.30 5.27 0.86 -0.0537
N -1.06 5.03 0.32 0.0321
H 0.14 3.14 3.61 0.0641
H -0.98 3.88 4.73 0.0838
H 0.77 3.78 5.19 0.0918
H -1.52 5.04 2.81 0.0867
H -0.49 6.45 2.42 0.1336
H -0.03 3.59 1.39 0.1069
H 2.13 5.03 1.52 0.0790
H 1.13 6.35 0.85 0.0829
H 1.48 4.96 -0.16 0.0658
H -0.68 4.98 -0.61 0.0592
H -1.42 5.96 0.47 0.0679
C -2.92 1.89 -4.95 -0.1025
O -1.66 1.38 -5.35 -0.1721
C -0.66 2.35 -5.14 -0.2095
C 0.67 1.67 -5.44 -0.4118
C 1.89 2.38 -4.85 -0.0639
N 0.94 1.41 -6.86 0.0581
H -2.81 2.37 -3.97 0.0767
H -3.64 1.07 -4.94 0.0884
H -3.30 2.64 -5.65 0.0852
H -0.84 3.27 -5.69 0.1324
H -0.61 2.56 -4.06 0.1133
H 0.64 0.70 -4.94 0.1078
H 2.85 1.87 -4.88 0.0665
H 1.77 2.61 -3.78 0.0523
H 2.03 3.36 -5.32 0.0827
H 1.84 1.80 -7.11 0.0459
H 0.38 2.02 -7.46 0.0758
C 8.65 -4.20 1.22 -0.1016
O 8.76 -2.85 0.81 -0.1992
C 8.28 -2.58 -0.48 -0.2274
C 8.72 -1.17 -0.91 -0.4341
C 7.71 -0.52 -1.86 -0.0713
N 10.00 -1.31 -1.61 0.0271
H 9.29 -4.85 0.60 0.0851
H 7.64 -4.55 1.01 0.0864
H 9.04 -4.25 2.23 0.0878
H 8.56 -3.29 -1.26 0.1303
H 7.18 -2.63 -0.40 0.1229
H 8.81 -0.56 -0.01 0.1348
H 6.79 -0.15 -1.42 0.0650
H 7.37 -1.24 -2.61 0.0776
H 8.19 0.24 -2.48 0.0728
H 10.36 -0.38 -1.81 0.0694
H 10.67 -1.66 -0.92 0.0757
C 0.28 -4.56 -1.00 -0.0985
O 0.43 -4.81 0.38 -0.1576
C 0.31 -3.65 1.16 -0.2444
C 0.71 -4.01 2.59 -0.1995
N 0.10 -5.20 3.16 -0.0649
C -1.32 -5.08 3.36 -0.2042
C -1.94 -6.21 4.22 -0.2354
O -1.69 -5.92 5.56 -0.1829
C -1.73 -7.04 6.43 -0.1105
H 0.71 -3.63 -1.35 0.0682
H -0.78 -4.53 -1.28 0.0777
H 0.75 -5.35 -1.58 0.0883
H -0.63 -3.10 1.10 0.0917
H 1.07 -2.92 0.84 0.0902
H 0.60 -3.14 3.26 0.1050
H 1.76 -4.32 2.57 0.1218
H 0.60 -5.54 3.97 0.1119
H -1.95 -4.94 2.48 0.1205
H -1.44 -4.18 3.98 0.1118
H -1.55 -7.16 3.84 0.1230
H -3.01 -6.25 3.97 0.1191
H -2.79 -7.30 6.58 0.0866
H -1.27 -6.84 7.39 0.0834
H -1.27 -7.93 6.00 0.0838
C -1.88 -1.21 2.93 -0.0965
O -2.54 -0.10 2.38 -0.2177
C -2.66 0.95 3.30 -0.2222
C -3.32 2.17 2.62 -0.1785
N -3.89 2.98 3.69 -0.0859
C -4.16 4.39 3.38 -0.1912
C -4.49 5.10 4.67 -0.2198
O -4.26 6.50 4.50 -0.1820
C -4.63 7.20 5.66 -0.1411
H -2.51 -1.70 3.69 0.0983
H -0.87 -1.00 3.29 0.0765
H -1.66 -1.97 2.18 0.0595
H -1.75 1.22 3.84 0.1172
H -3.39 0.65 4.07 0.1198
H -4.08 1.93 1.87 0.1167
H -2.51 2.77 2.21 0.1000
H -4.76 2.53 3.98 0.1122
H -4.91 4.55 2.60 0.1283
H -3.15 4.66 3.05 0.0812
H -3.83 4.71 5.45 0.1210
H -5.54 4.96 4.95 0.1230
H -5.65 7.07 6.05 0.0852
H -4.60 8.29 5.57 0.0847
H -3.93 6.89 6.45 0.0887
C -3.10 -2.58 -0.94 -0.1787
O -2.12 -2.14 -1.85 -0.1549
H -4.10 -2.66 -1.37 0.0756
H -2.79 -3.53 -0.48 0.0646
H -3.17 -1.88 -0.10 0.0611
H -1.41 -1.66 -1.37 0.0130
C 1.78 0.06 2.98 -0.1366
O 1.57 -0.90 1.95 -0.1530
H 1.65 -0.32 3.99 0.0837
H 2.72 0.56 2.78 0.0845
H 1.08 0.89 2.88 0.0596
H 2.36 -1.44 1.83 0.0897
```


Entry 2:
ORCA calculation (wB97M-V/def2-TZVPD) on a cluster of 13 separate species, C38H108Br2F6N9O15S2 in total in a non-equilibrium geometry.

Properties
HOMO: -14.81 eV
Electronic energy: -263291.7086 eV
LUMO energy: -10.65 eV
Orbital gap: 4.164 eV
Net charge: +5
Maximum force: 2.4 eV/A

Structure (XYZ):
```
180
Properties=species:S:1:pos:R:3:lowdin_charge:R:1
C -1.11 -3.35 1.95 -0.0249
C -0.57 -4.58 2.64 -0.3155
C 0.04 -5.67 1.75 -0.1605
O 0.49 -6.66 2.67 -0.2033
C 0.57 -8.01 2.27 -0.0854
N 0.49 -4.23 3.65 0.2171
H 0.86 -5.09 4.07 0.1637
H 1.25 -3.73 3.18 0.1172
H 0.27 -3.58 4.42 0.1166
H -1.30 -2.50 2.61 0.0778
H -2.01 -3.58 1.38 0.0973
H -0.36 -3.07 1.20 0.0798
H -1.36 -5.10 3.19 0.1609
H 0.96 -5.32 1.26 0.1382
H -0.68 -6.04 1.03 0.1382
H 1.00 -8.22 1.28 0.0871
H -0.36 -8.57 2.39 0.0869
H 1.31 -8.51 2.91 0.1017
C 9.36 -0.99 0.88 -0.0120
C 7.85 -0.85 0.83 -0.3419
C 7.38 0.57 1.15 -0.1994
O 6.03 0.95 1.02 -0.1888
C 5.13 0.18 1.83 -0.0707
N 7.32 -1.28 -0.51 0.2296
H 7.47 -0.56 -1.23 0.1717
H 7.73 -2.17 -0.81 0.1802
H 6.31 -1.47 -0.49 0.1560
H 9.72 -0.61 1.83 0.1128
H 9.84 -0.40 0.09 0.1032
H 9.60 -2.04 0.76 0.0998
H 7.45 -1.57 1.55 0.1532
H 7.91 1.17 0.40 0.1416
H 7.86 0.93 2.06 0.1550
H 5.27 -0.88 1.58 0.0731
H 4.13 0.58 1.64 0.0579
H 5.27 0.34 2.90 0.1106
C 5.01 1.98 -2.97 -0.0331
C 3.57 1.47 -2.96 -0.3377
C 2.58 2.46 -3.54 -0.2219
O 1.26 2.03 -3.28 -0.2106
C 0.46 1.95 -4.44 -0.0962
N 3.45 0.15 -3.72 0.2343
H 4.02 -0.54 -3.24 0.1633
H 2.48 -0.18 -3.71 0.1612
H 3.79 0.23 -4.68 0.1768
H 5.04 3.05 -2.76 0.0846
H 5.53 1.80 -3.91 0.0956
H 5.62 1.55 -2.18 0.0742
H 3.29 1.14 -1.96 0.0996
H 2.77 2.53 -4.62 0.1375
H 2.69 3.47 -3.13 0.0901
H -0.52 1.57 -4.14 0.0885
H 0.78 1.10 -5.07 0.0881
H 0.33 2.83 -5.07 0.1008
C -0.66 -12.84 -0.42 -0.0189
C -0.84 -11.38 -0.03 -0.2921
C -0.39 -10.50 -1.19 -0.1854
O -0.89 -9.17 -1.03 -0.2137
C -0.46 -8.29 -2.07 -0.0862
N -2.31 -11.15 0.30 0.2356
H -2.85 -11.79 -0.28 0.1761
H -2.57 -11.33 1.27 0.1817
H -2.61 -10.21 0.04 0.1586
H 0.36 -13.23 -0.41 0.1104
H -1.04 -12.97 -1.43 0.1017
H -1.16 -13.52 0.27 0.1032
H -0.34 -11.05 0.88 0.1505
H -0.61 -10.85 -2.20 0.1407
H 0.70 -10.57 -1.14 0.1496
H -1.04 -7.38 -1.90 0.0864
H -0.72 -8.68 -3.06 0.0997
H 0.60 -8.07 -2.04 0.0944
C 1.00 7.25 -5.72 -0.0202
C 1.83 7.22 -4.46 -0.2788
C 1.13 6.70 -3.21 -0.1715
O 0.22 5.65 -3.52 -0.1953
C -0.26 4.96 -2.38 -0.0928
N 3.10 6.38 -4.70 0.2335
H 2.84 5.45 -5.05 0.1557
H 3.70 6.85 -5.38 0.1782
H 3.62 6.23 -3.84 0.1639
H 0.49 6.29 -5.87 0.0895
H 1.57 7.55 -6.59 0.1014
H 0.18 7.95 -5.57 0.1170
H 2.20 8.24 -4.33 0.1628
H 0.50 7.51 -2.82 0.1514
H 1.81 6.32 -2.44 0.1164
H -0.94 4.20 -2.78 0.0943
H -0.83 5.57 -1.68 0.0920
H 0.48 4.32 -1.89 0.0514
C -0.34 2.42 1.27 -0.0604
C -0.31 0.95 0.93 -0.2797
C -0.93 0.65 -0.44 -0.1740
O -0.94 -0.75 -0.67 -0.1824
C -1.31 -1.03 -2.00 -0.1027
N 1.13 0.52 0.90 0.1974
H 1.73 1.29 0.54 -0.0045
H 1.45 0.28 1.86 0.0463
H 1.23 -0.36 0.39 0.1384
H 0.26 2.65 2.16 0.0550
H -1.33 2.72 1.66 0.0800
H -0.17 3.14 0.46 0.0625
H -0.89 0.41 1.68 0.1399
H -0.38 1.15 -1.25 0.1184
H -1.93 1.08 -0.50 0.1253
H -2.38 -0.83 -2.14 0.0862
H -1.17 -2.08 -2.28 0.0873
H -0.73 -0.43 -2.71 0.0697
C -5.78 -1.37 -2.21 -0.0185
C -5.93 -1.73 -3.71 -0.2783
C -4.76 -1.35 -4.59 -0.2070
O -5.10 -1.69 -5.92 -0.1796
C -4.06 -1.41 -6.84 -0.0780
N -6.09 -3.24 -3.80 0.2173
H -7.08 -3.54 -3.80 0.1842
H -5.78 -3.58 -4.72 0.1659
H -5.71 -3.79 -3.03 0.1635
H -5.06 -2.02 -1.70 0.0832
H -6.77 -1.60 -1.81 0.1015
H -5.57 -0.31 -2.17 0.0788
H -6.88 -1.38 -4.09 0.1688
H -3.86 -1.90 -4.27 0.1297
H -4.59 -0.27 -4.52 0.1453
H -4.50 -1.09 -7.78 0.1062
H -3.30 -2.19 -6.86 0.0924
H -3.50 -0.51 -6.53 0.0841
C 1.89 7.83 0.71 -0.0274
C 1.05 7.23 1.82 -0.2831
C -0.33 6.78 1.42 -0.2055
O -1.05 6.35 2.54 -0.1544
C -2.24 5.70 2.17 -0.0886
N 1.83 6.03 2.37 0.2146
H 2.00 5.32 1.66 0.0341
H 2.76 6.33 2.66 0.1691
H 1.40 5.52 3.15 0.1020
H 2.89 8.16 1.00 0.0946
H 1.34 8.71 0.37 0.1014
H 1.99 7.07 -0.07 0.0622
H 1.02 7.82 2.74 0.1675
H -0.33 6.22 0.47 0.1141
H -0.89 7.67 1.09 0.1494
H -3.03 6.29 1.68 0.1062
H -2.78 5.41 3.07 0.1009
H -2.01 4.81 1.57 0.0726
C -2.69 1.53 6.71 -0.0277
C -2.85 0.35 5.72 -0.2670
C -2.74 0.93 4.31 -0.1766
O -2.60 -0.08 3.32 -0.2132
C -3.85 -0.51 2.84 -0.1038
N -1.73 -0.64 6.05 0.2305
H -0.95 -0.52 5.39 0.0560
H -1.39 -0.50 7.00 0.1691
H -2.03 -1.60 5.91 0.1549
H -3.48 2.28 6.70 0.1112
H -1.68 1.91 6.63 0.0592
H -2.88 1.13 7.72 0.0955
H -3.77 -0.14 6.02 0.1496
H -1.87 1.59 4.23 0.0651
H -3.59 1.57 4.09 0.1501
H -4.45 -1.08 3.56 0.0968
H -3.76 -1.04 1.89 0.0799
H -4.52 0.32 2.59 0.0619
C -0.15 4.67 5.98 -0.6474
F -0.29 5.86 5.34 0.1061
F 0.89 4.79 6.78 0.1692
F -1.28 4.49 6.66 0.1461
S -0.05 3.31 4.68 0.5093
O 0.38 2.11 5.40 -0.3615
O -1.40 3.22 4.18 -0.3252
O 0.96 3.80 3.75 -0.3540
C -4.89 2.06 0.25 -0.6397
F -4.41 2.51 1.42 0.0983
F -4.65 3.02 -0.65 0.1149
F -4.13 0.97 -0.03 0.0561
S -6.75 1.72 0.44 0.4643
O -6.84 0.78 1.56 -0.3405
O -7.26 3.04 0.76 -0.2957
O -7.22 1.17 -0.83 -0.3482
Br 2.97 3.37 -0.02 -0.1414
Br 1.70 -0.81 4.43 -0.3548
```